No. 1
{
  "formula": "C6H13N3O3",
  "method": "the ωB97M-V functional and the def2-TZVPD basis",
  "smiles": "CC[N@@+]1([O-])C[N+](=O)C=[N+](OC)C1",
  "e_above_lowest_kj_mol": 398.76,
  "charge": 2,
  "homo_lumo_gap_ev": [8.274, 6.236],
  "elements": ["C", "C", "N", "O", "C", "N", "O", "C", "N", "O", "C", "C", "H", "H", "H", "H", "H", "H", "H", "H", "H", "H", "H", "H", "H"],
  "positions_angstrom": [[2.575, -1.696, -0.807], [1.545, -1.579, 0.311], [0.123, -0.880, -0.191], [-0.019, -0.679, -1.429], [-1.033, -1.649, 0.274], [-2.241, -0.847, 0.055], [-3.336, -1.410, -0.006], [-2.124, 0.510, -0.006], [-1.027, 1.205, 0.164], [-1.030, 2.356, -0.487], [-0.445, 3.464, 0.032], [0.157, 0.518, 0.526], [2.437, -2.493, -1.489], [2.583, -0.735, -1.502], [3.481, -1.976, -0.269], [1.928, -0.878, 1.099], [1.212, -2.522, 0.794], [-0.929, -1.846, 1.325], [-1.190, -2.619, -0.196], [-2.907, 1.075, -0.346], [-0.586, 4.018, -0.852], [0.611, 3.446, 0.387], [-0.983, 4.151, 0.796], [1.093, 1.008, 0.245], [0.106, 0.059, 1.572]],
  "forces_ev_per_angstrom": [[-0.8, 2.0, -0.6], [0.5, 0.3, 0.2], [0.9, -1.2, 1.8], [0.6, 0.4, -3.4], [-0.8, -0.6, 1.1], [1.2, 1.1, 0.4], [-0.5, -0.1, -0.2], [0.6, -0.7, 0.3], [-0.3, -2.2, 1.4], [-1.0, -1.6, -1.4], [1.0, 4.4, 2.6], [0.3, -1.4, 1.8], [-0.7, -1.0, -0.6], [0.6, -1.8, 1.9], [0.4, 0.7, -0.2], [-0.5, -0.7, -0.7], [0.2, 0.5, -0.5], [0.0, 0.0, 0.7], [0.4, 0.2, -0.6], [-2.4, 1.0, -0.7], [0.9, 1.5, -1.0], [-0.6, -0.6, -0.7], [0.1, -2.0, -0.7], [-0.3, 0.1, 0.2], [0.3, 1.7, -1.0]]
}

---

No. 2
{
  "formula": "C20H44NO2P2Zn",
  "method": "the ωB97M-V functional and the def2-TZVPD basis",
  "e_above_lowest_kj_mol": 133.26,
  "charge": 1,
  "homo_lumo_gap_ev": [4.875, 4.877],
  "elements": ["Zn", "P", "P", "N", "C", "H", "H", "C", "H", "H", "C", "H", "H", "C", "H", "H", "C", "C", "H", "H", "H", "C", "C", "H", "H", "H", "C", "C", "H", "H", "H", "C", "C", "H", "H", "H", "C", "O", "C", "H", "H", "H", "C", "H", "H", "H", "C", "H", "H", "H", "C", "H", "H", "H", "H", "H", "H", "H", "H", "H", "C", "C", "C", "O", "H", "H", "H", "H", "H", "H"],
  "positions_angstrom": [[0.145, -0.012, 0.299], [1.135, 1.210, -1.705], [-1.810, -1.224, 0.669], [-1.590, -0.123, -2.001], [-0.043, 1.453, -3.174], [-0.140, 2.547, -3.338], [0.437, 1.007, -4.055], [-1.481, 0.825, -2.976], [-2.120, 1.658, -2.566], [-1.840, 0.588, -4.030], [-2.765, -0.986, -2.038], [-2.510, -2.081, -2.220], [-3.593, -0.672, -2.701], [-3.241, -0.936, -0.535], [-4.095, -1.591, -0.325], [-3.519, 0.120, -0.360], [-2.731, -1.033, 2.280], [-2.650, 0.414, 2.767], [-3.101, 1.121, 2.066], [-1.613, 0.723, 2.957], [-3.179, 0.491, 3.724], [-1.567, -3.042, 0.409], [-0.342, -3.560, 1.203], [0.047, -4.466, 0.706], [-0.612, -3.848, 2.234], [0.488, -2.831, 1.254], [2.613, 0.413, -2.525], [3.853, 0.427, -1.611], [4.587, -0.302, -1.989], [3.598, 0.150, -0.581], [4.357, 1.405, -1.605], [1.667, 2.938, -1.251], [2.466, 2.920, 0.062], [2.454, 3.930, 0.497], [3.514, 2.638, -0.111], [2.049, 2.229, 0.810], [-1.028, 1.898, 0.319], [-1.634, 2.877, 0.422], [-2.825, -3.879, 0.665], [-3.668, -3.292, 1.034], [-3.147, -4.361, -0.264], [-2.631, -4.678, 1.390], [2.967, 0.892, -3.957], [4.056, 0.842, -4.125], [2.493, 0.243, -4.707], [2.651, 1.924, -4.148], [2.395, 3.745, -2.337], [2.584, 4.754, -1.942], [3.370, 3.313, -2.598], [1.795, 3.866, -3.247], [-2.260, -1.996, 3.376], [-1.179, -1.911, 3.571], [-2.770, -1.735, 4.317], [-2.495, -3.046, 3.150], [-3.783, -1.263, 2.026], [0.701, 3.439, -1.062], [-1.318, -3.110, -0.665], [2.270, -0.633, -2.618], [0.278, -1.615, -1.897], [0.209, -1.907, -2.530], [1.627, -0.904, 3.891], [1.366, 0.241, 2.971], [1.143, 1.577, 3.534], [1.496, 0.050, 1.738], [1.325, -0.661, 4.921], [2.717, -1.118, 3.920], [1.104, -1.825, 3.552], [2.084, 2.133, 3.525], [0.435, 2.183, 2.972], [0.804, 1.460, 4.562]],
  "forces_ev_per_angstrom": [[-0.6, 0.8, -2.2], [0.2, -0.2, -1.3], [-1.9, -1.3, -0.9], [0.3, -2.7, 1.5], [-0.3, -0.3, 0.8], [0.1, -0.6, 0.0], [0.0, 0.2, 0.4], [-0.5, 2.8, -1.1], [0.1, 0.5, -1.3], [0.2, 0.0, 1.0], [1.3, 0.0, 2.0], [-0.3, 0.9, -0.4], [0.3, -0.1, 0.2], [0.5, 0.9, -0.6], [0.2, 0.0, 0.3], [-0.2, -0.4, 0.0], [0.2, -0.2, -0.1], [-0.2, 0.0, 0.2], [0.0, -0.1, 0.1], [-0.1, -0.1, -0.1], [0.0, 0.1, -0.2], [0.8, 0.2, 0.3], [0.1, -0.4, -0.1], [-0.1, 0.3, 0.3], [0.1, 0.2, -0.4], [-0.3, -0.2, -0.1], [0.1, -0.4, 0.1], [0.1, -0.2, -0.1], [-0.2, 0.2, 0.1], [0.1, 0.1, -0.1], [-0.2, -0.3, 0.0], [-0.3, -0.2, 0.2], [0.1, 0.3, 0.1], [0.1, -0.2, -0.1], [-0.4, 0.1, 0.1], [0.1, 0.2, -0.3], [-2.0, 3.1, 0.7], [1.7, -2.9, -0.6], [-0.2, -0.3, -0.2], [0.0, -0.1, 0.0], [0.0, 0.1, 0.2], [0.0, 0.2, -0.1], [-0.1, 0.1, -0.1], [-0.4, 0.0, 0.1], [0.1, 0.3, 0.2], [0.1, -0.3, 0.0], [0.0, 0.2, 0.2], [0.0, -0.2, -0.1], [-0.3, 0.1, 0.1], [0.2, -0.1, 0.2], [-0.1, 0.0, 0.3], [-0.3, 0.0, -0.1], [0.1, -0.1, -0.3], [0.1, 0.4, 0.1], [0.4, 0.1, 0.2], [0.2, -0.1, 0.0], [0.0, 0.2, 0.4], [0.2, 0.3, 0.1], [0.2, 0.5, 1.4], [0.1, -1.1, -1.6], [-0.1, -0.5, 0.6], [1.2, -1.0, -1.5], [-0.5, 0.5, 0.5], [-0.4, 0.2, 1.7], [0.1, -0.2, -0.4], [-0.6, 0.1, -0.2], [0.4, 0.6, 0.1], [0.1, -0.1, 0.1], [0.0, -0.1, -0.2], [0.0, 0.3, 0.0]]
}

---

No. 3
{
  "formula": "CH10NO3",
  "method": "the ωB97M-V functional and the def2-TZVPD basis",
  "e_above_lowest_kj_mol": 30.16,
  "charge": 1,
  "homo_lumo_gap_ev": 10.700,
  "elements": ["C", "N", "H", "H", "H", "H", "H", "H", "O", "H", "H", "O", "H", "H", "O"],
  "positions_angstrom": [[0.954, -0.757, 0.646], [0.196, -0.824, 1.670], [1.957, -1.169, 0.726], [0.587, -0.399, -0.304], [-0.783, -0.729, 1.386], [0.373, -1.285, 2.556], [-0.157, 2.667, -0.014], [1.323, 2.626, 0.241], [0.574, 2.063, 0.003], [1.687, -0.065, -2.981], [0.646, -1.046, -3.108], [1.063, -0.514, -2.407], [-2.512, -0.167, -0.198], [-3.403, -0.293, 1.037], [-2.505, -0.108, 0.747]],
  "forces_ev_per_angstrom": [[0.9, -0.8, 0.8], [-1.0, -0.7, -1.5], [0.1, 0.5, -0.1], [-0.1, 0.2, -0.1], [-0.7, 0.8, 0.8], [0.5, 0.2, -0.1], [-0.7, 0.4, -0.1], [-0.1, -0.1, -0.1], [0.8, -0.3, 0.2], [0.5, 0.6, 0.3], [-0.3, -0.1, 0.7], [-0.3, -0.5, -1.0], [-0.2, 0.0, -0.9], [-0.1, 0.0, 0.0], [0.5, -0.1, 0.9]]
}

---

No. 4
{
  "formula": "C3H6NOP",
  "method": "the ωB97M-V functional and the def2-TZVPD basis",
  "e_above_lowest_kj_mol": 503.30,
  "homo_lumo_gap_ev": [7.994, 7.998],
  "elements": ["C", "C", "C", "N", "O", "P", "H", "H", "H", "H", "H", "H"],
  "positions_angstrom": [[0.173, -1.116, -0.453], [-0.983, 0.259, 1.437], [0.148, -0.289, 0.653], [0.466, 1.191, -1.144], [1.264, -1.519, -0.980], [1.475, 0.421, -1.944], [-0.821, -1.320, -0.861], [-1.841, 0.105, 0.853], [-0.956, 1.248, 1.729], [-1.104, -0.239, 2.299], [0.999, -0.029, 1.326], [1.181, 1.288, -2.913]],
  "forces_ev_per_angstrom": [[0.5, -0.9, 1.2], [-0.4, -0.8, -3.7], [1.8, 2.7, 1.7], [-2.5, 0.9, 2.2], [-1.2, 0.0, 0.0], [2.8, -3.0, -0.2], [0.1, -0.2, -0.5], [-1.7, 0.0, -0.6], [0.7, 2.3, 0.1], [-0.3, -2.3, 3.2], [0.5, -0.9, -1.6], [-0.2, 2.1, -1.8]]
}

---

No. 5
{
  "formula": "C3H6O2Si",
  "method": "the ωB97M-V functional and the def2-TZVPD basis",
  "e_above_lowest_kj_mol": 0.00,
  "homo_lumo_gap_ev": 9.682,
  "elements": ["C", "C", "C", "O", "O", "Si", "H", "H", "H", "H", "H", "H"],
  "positions_angstrom": [[2.164, -0.662, 0.295], [2.217, 0.668, 0.166], [-1.674, -0.138, 0.229], [0.885, -1.205, -0.250], [1.070, 1.243, -0.326], [-0.023, 0.051, -0.733], [2.891, -1.442, 0.780], [3.033, 1.266, 0.311], [-1.663, -0.222, 1.339], [-2.298, 0.724, 0.177], [-2.120, -1.024, -0.154], [-0.305, 0.241, -2.210]],
  "forces_ev_per_angstrom": [[-0.6, -1.9, -0.1], [-2.0, -2.4, -0.3], [1.5, 0.9, 1.0], [3.0, -0.4, 1.2], [0.3, 0.7, -0.1], [-1.7, 0.5, 0.3], [-1.7, 1.8, -1.3], [1.7, 1.5, 0.6], [0.9, -0.4, -0.6], [-0.8, 0.6, -0.9], [-0.7, -0.6, -0.4], [0.1, -0.3, 0.7]]
}

---

No. 6
{
  "formula": "C36H50IrN2O2PSeSi3",
  "method": "the ωB97M-V functional and the def2-TZVPD basis",
  "e_above_lowest_kj_mol": 174.89,
  "homo_lumo_gap_ev": 6.626,
  "elements": ["Ir", "C", "Si", "C", "C", "C", "C", "C", "C", "C", "Si", "C", "C", "H", "H", "H", "H", "H", "H", "H", "H", "H", "H", "H", "H", "H", "H", "H", "H", "O", "N", "C", "C", "C", "C", "C", "C", "C", "P", "C", "C", "C", "C", "C", "C", "C", "C", "C", "C", "C", "C", "H", "H", "H", "H", "H", "H", "H", "H", "H", "H", "H", "H", "H", "H", "H", "H", "C", "Si", "C", "C", "Se", "H", "H", "H", "H", "H", "H", "H", "H", "H", "C", "N", "C", "C", "C", "O", "H", "H", "H", "H", "H", "H", "H", "H", "H"],
  "positions_angstrom": [[0.348, -0.435, 0.535], [-0.544, 2.234, 2.810], [-0.577, 0.353, 2.575], [-2.348, -0.252, 2.962], [0.405, -0.354, 4.027], [0.481, 0.213, 5.296], [1.202, -0.410, 6.309], [1.846, -1.613, 6.059], [1.767, -2.192, 4.797], [1.055, -1.572, 3.775], [0.811, -2.253, 2.030], [-0.755, -3.311, 2.109], [2.260, -3.407, 1.670], [-1.301, 2.520, 3.548], [-0.708, 2.829, 1.910], [0.432, 2.520, 3.211], [-2.938, 0.540, 3.432], [-2.283, -1.076, 3.675], [-2.902, -0.610, 2.093], [-0.013, 1.157, 5.505], [1.265, 0.045, 7.290], [2.413, -2.098, 6.845], [2.283, -3.129, 4.613], [-0.684, -3.885, 3.039], [-0.813, -3.998, 1.267], [-1.674, -2.728, 2.150], [2.018, -4.411, 2.032], [3.170, -3.072, 2.170], [2.455, -3.480, 0.601], [2.602, -1.592, -1.281], [1.418, -0.895, -1.395], [1.175, -0.627, -2.614], [0.002, 0.018, -3.220], [0.000, -0.062, -4.619], [-1.028, 0.453, -5.383], [-2.090, 1.082, -4.753], [-2.093, 1.188, -3.374], [-1.069, 0.666, -2.584], [-1.153, 0.936, -0.758], [-0.963, 2.753, -0.774], [-1.978, 3.650, -1.101], [-1.693, 5.000, -1.226], [-0.398, 5.465, -1.040], [0.614, 4.578, -0.704], [0.323, 3.230, -0.558], [-2.935, 0.724, -0.405], [-3.492, 1.503, 0.609], [-4.818, 1.342, 0.977], [-5.604, 0.387, 0.351], [-5.057, -0.401, -0.650], [-3.733, -0.231, -1.029], [2.910, -1.349, -0.372], [1.932, -0.954, -3.326], [0.834, -0.550, -5.110], [-0.997, 0.367, -6.462], [-2.908, 1.496, -5.328], [-2.924, 1.686, -2.894], [-2.993, 3.304, -1.245], [-2.487, 5.694, -1.471], [-0.182, 6.521, -1.146], [1.623, 4.933, -0.540], [1.084, 2.521, -0.256], [-2.885, 2.237, 1.124], [-5.231, 1.956, 1.767], [-6.637, 0.254, 0.644], [-5.661, -1.151, -1.145], [-3.333, -0.842, -1.825], [3.012, 3.472, 1.674], [3.615, 1.973, 0.728], [3.690, 2.219, -1.133], [5.362, 1.624, 1.310], [2.597, 0.048, 1.409], [3.574, 4.366, 1.389], [3.200, 3.278, 2.733], [1.949, 3.679, 1.567], [4.255, 3.127, -1.362], [2.726, 2.284, -1.637], [4.233, 1.370, -1.556], [5.987, 2.511, 1.167], [5.806, 0.800, 0.750], [5.379, 1.365, 2.369], [-0.189, -3.901, -4.390], [-0.558, -3.472, -3.054], [-1.828, -2.807, -2.828], [0.243, -3.674, -1.972], [1.490, -4.490, -2.199], [-0.047, -3.222, -0.872], [-0.868, -3.440, -5.104], [-0.251, -4.986, -4.512], [0.823, -3.585, -4.643], [-2.479, -2.972, -3.685], [-1.686, -1.734, -2.693], [-2.299, -3.200, -1.928], [1.273, -5.417, -2.732], [1.926, -4.713, -1.231], [2.218, -3.923, -2.783]],
  "forces_ev_per_angstrom": [[0.2, 0.5, 0.1], [0.0, 0.0, 0.1], [0.1, -0.2, -0.2], [0.0, 0.0, 0.0], [0.0, 0.0, 0.0], [0.1, 0.0, 0.0], [0.0, 0.0, 0.0], [0.0, 0.0, 0.0], [0.0, 0.0, 0.0], [-0.1, 0.0, 0.0], [0.0, 0.1, 0.1], [0.1, 0.0, -0.1], [0.0, 0.0, 0.0], [0.0, 0.0, 0.0], [-0.1, 0.0, 0.0], [0.0, 0.0, 0.0], [0.0, 0.0, 0.0], [0.0, 0.0, 0.0], [0.0, 0.0, 0.0], [0.0, 0.0, 0.0], [0.0, 0.0, 0.0], [0.0, 0.0, 0.0], [0.0, 0.0, 0.0], [0.0, 0.0, 0.0], [0.0, 0.0, 0.0], [0.0, 0.0, 0.0], [0.0, 0.0, 0.0], [0.0, 0.0, 0.0], [0.0, 0.0, 0.0], [0.1, 0.1, 0.0], [-0.1, 0.1, 0.1], [0.1, -0.1, -0.1], [0.0, 0.1, 0.0], [0.0, 0.0, 0.0], [0.0, 0.0, 0.0], [0.0, 0.0, 0.0], [0.0, 0.0, 0.0], [0.0, 0.0, 0.1], [-0.2, -0.2, -0.1], [0.1, 0.0, 0.1], [0.0, 0.0, 0.0], [0.0, 0.0, 0.0], [0.0, 0.0, 0.0], [0.0, 0.0, 0.0], [0.0, 0.0, 0.0], [0.0, 0.2, 0.1], [0.0, 0.0, 0.0], [0.0, 0.0, 0.0], [0.0, 0.0, 0.0], [0.0, 0.0, 0.0], [0.0, 0.0, 0.0], [0.0, 0.0, 0.0], [0.0, 0.0, 0.0], [0.0, 0.0, 0.0], [0.0, 0.0, 0.0], [0.0, 0.0, 0.0], [0.0, 0.0, 0.0], [0.0, 0.0, 0.0], [0.0, 0.0, 0.0], [0.0, 0.0, 0.0], [0.0, 0.0, 0.0], [0.0, 0.0, 0.0], [0.0, 0.0, 0.0], [0.0, 0.0, 0.0], [0.0, 0.0, 0.0], [0.0, 0.0, 0.0], [0.0, 0.0, 0.0], [0.0, 0.0, 0.0], [0.0, -0.1, 0.0], [0.0, 0.0, 0.0], [0.0, 0.1, 0.0], [0.0, -0.1, 0.2], [0.0, 0.0, 0.0], [0.0, 0.0, 0.0], [0.0, 0.0, 0.0], [0.0, 0.0, 0.0], [0.0, 0.0, 0.0], [0.0, 0.0, 0.0], [0.0, 0.0, 0.0], [0.0, 0.0, 0.0], [0.0, 0.0, 0.0], [0.0, 0.0, 0.0], [0.1, 0.0, 0.1], [0.0, 0.0, 0.0], [0.0, -0.1, 0.0], [0.0, 0.0, 0.0], [-0.2, -0.2, -0.2], [0.0, 0.0, 0.0], [0.0, 0.0, 0.0], [0.0, 0.0, 0.0], [0.0, 0.0, 0.0], [-0.1, -0.1, 0.0], [0.0, 0.0, 0.0], [0.0, 0.0, 0.0], [0.0, 0.0, 0.0], [0.0, 0.0, 0.0]]
}

---

No. 7
{
  "formula": "C4H12O3",
  "method": "the ωB97M-V functional and the def2-TZVPD basis",
  "multiplicity": 2,
  "s_squared": 0.7972,
  "e_above_lowest_kj_mol": 197.49,
  "charge": 1,
  "homo_lumo_gap_ev": [8.298, 5.565],
  "elements": ["C", "C", "C", "C", "H", "H", "H", "H", "H", "H", "H", "H", "O", "H", "H", "O", "H", "H", "O"],
  "positions_angstrom": [[1.044, -0.466, -2.143], [1.625, -0.561, -0.845], [1.169, -0.887, 0.538], [1.924, -0.567, 1.655], [0.034, -0.727, -2.402], [1.676, -0.232, -2.898], [2.667, -0.270, -0.856], [0.259, -1.482, 0.600], [1.442, -0.931, 2.581], [2.964, -0.362, 1.699], [-1.613, -2.133, -0.396], [-2.658, -0.945, -0.404], [-2.092, -1.516, -1.006], [-3.724, 1.787, 0.980], [-2.368, 1.401, 0.492], [-3.210, 1.018, 0.693], [0.380, 3.032, 0.852], [0.603, 1.619, 0.290], [-0.123, 2.223, 0.570]],
  "forces_ev_per_angstrom": [[-1.4, -1.6, 3.9], [0.0, 0.2, 1.2], [0.5, 0.2, -3.3], [-1.8, -2.4, 0.2], [-0.6, 0.1, 0.3], [1.9, 0.9, -2.2], [0.2, 0.3, 0.1], [-0.1, 0.7, 0.4], [0.5, 0.8, -0.2], [0.7, 0.9, -0.3], [-1.0, 0.7, -0.8], [0.8, -0.9, -0.9], [0.2, 0.3, 1.8], [-0.1, -0.4, -0.1], [1.0, 0.4, -0.2], [-0.7, -0.1, 0.2], [-0.9, -0.9, -0.3], [-0.9, 0.7, 0.3], [1.7, 0.2, 0.1]]
}